(1)
Molecular formula: C23H32N4O3
Method: DFT, ωB97M-V with the def2-TZVPD basis set

Lowest unoccupied orbital energy (eV): 0.694
SMILES string: COc1ccc(CN2CCC(n3nccc3NC(=O)C3CCCC3)CC2)c(OC)c1
Energy relative to the best compared isomer or geometry (same formula, charge and spin) (kJ/mol): 309.21

Last column: natural (NBO) charge in e.
Atoms and positions in Å:
N (-1.895, -2.089, 1.325)  -0.4446
H (-0.415, 1.334, 4.723)  0.1837
C (-3.138, 0.740, -4.313)  -0.4133
H (-0.357, -0.954, -4.379)  0.2140
H (-0.903, -3.207, -0.109)  0.2026
H (2.108, 3.350, 0.355)  0.2056
O (0.673, 2.582, -4.482)  -0.5947
H (-3.024, 1.174, -3.318)  0.1966
C (-1.141, -0.532, -5.009)  -0.4184
H (5.817, 0.081, 3.229)  0.1999
H (-4.203, 0.741, -4.546)  0.2198
C (1.249, 2.710, -1.600)  -0.3600
H (-2.022, 1.337, 1.332)  0.2180
H (5.327, -1.622, 3.047)  0.1746
C (-1.027, 0.248, -0.242)  -0.0423
H (1.742, 3.280, -2.357)  0.2520
H (-0.980, -3.735, 2.141)  0.1991
C (5.044, -0.583, 2.845)  -0.2515
H (-2.232, -2.197, -0.698)  0.1824
H (3.471, -2.304, 1.770)  0.2192
C (0.224, -2.069, 2.715)  -0.1507
H (-1.764, 0.540, 5.573)  0.1992
C (-0.746, 0.411, 5.208)  -0.2520
H (1.297, -3.325, 1.375)  0.2001
H (-2.354, 2.618, -5.126)  0.2251
H (0.512, -1.174, 0.196)  0.2298
C (1.370, -2.505, 2.077)  -0.1112
H (-0.997, 0.518, -2.799)  0.4113
O (-0.804, -0.657, 4.294)  -0.5100
C (1.431, 2.743, -0.212)  -0.0432
H (4.946, -0.436, 1.764)  0.1793
N (-0.085, 1.299, -0.557)  -0.1792
C (-1.373, -2.226, -0.012)  -0.2153
C (-1.504, 0.385, 1.201)  -0.4210
H (-0.391, 1.138, -6.208)  0.2411
H (-0.079, -1.281, -1.468)  0.1995
C (-2.543, -0.675, -4.380)  -0.4251
H (-1.747, -2.632, 3.298)  0.2164
C (-0.098, 1.691, -4.205)  0.6936
H (-1.895, 0.346, -0.912)  0.1858
C (0.268, 1.758, -1.785)  0.3111
H (-2.504, -1.142, -3.394)  0.2029
C (-2.446, -0.773, 1.555)  -0.2188
C (-0.381, -1.129, -0.428)  -0.4307
H (-2.737, -0.700, 2.602)  0.2172
H (-0.087, 0.184, 6.052)  0.1789
C (2.714, -0.885, 3.207)  0.3253
C (2.611, -1.929, 2.301)  -0.3621
N (0.635, 1.892, 0.401)  -0.2860
H (-3.166, -1.311, -5.007)  0.2177
C (-0.917, 0.967, -5.267)  -0.3149
H (-0.630, 0.384, 1.848)  0.2371
O (3.864, -0.228, 3.522)  -0.4938
H (1.707, 0.357, 4.591)  0.2238
C (-1.123, -2.682, 2.403)  -0.2267
N (-0.332, 1.263, -2.932)  -0.6317
H (-2.743, 1.388, -6.333)  0.2085
C (0.343, -1.029, 3.654)  0.3202
C (1.577, -0.448, 3.888)  -0.3043
H (-1.106, -1.065, -5.959)  0.2225
H (-3.352, -0.691, 0.938)  0.1796
C (-2.339, 1.549, -5.333)  -0.3918

(2)
Molecular formula: C23H32N4O5
Method: DFT, ωB97M-V with the def2-TZVPD basis set

Lowest unoccupied orbital energy (eV): -0.076
SMILES string: CCCCn1c(=O)c(CCC(=O)OCC(=O)NC(=O)NCCC(C)C)nc2ccccc21
Energy relative to the best compared isomer or geometry (same formula, charge and spin) (kJ/mol): 7.37

Last column: natural (NBO) charge in e.
Atoms and positions in Å:
C (0.615, -2.627, -3.397)  -0.2118
C (0.606, -1.176, -2.925)  -0.6174
H (-0.680, 3.109, 4.495)  0.2465
H (3.588, -2.483, 1.259)  0.2190
C (2.393, -1.089, 2.341)  -0.1400
O (-2.071, 0.670, 2.785)  -0.5424
N (-1.371, -0.975, 0.900)  -0.6635
C (-1.503, 1.169, 5.008)  -0.4907
H (-0.702, -4.302, -3.638)  0.2097
C (0.719, 2.955, -3.293)  -0.6094
H (-2.197, -1.866, -1.226)  0.4361
H (-2.846, 1.770, 1.221)  0.2297
C (-2.895, 0.755, 1.636)  -0.1775
C (-1.055, -3.614, -1.660)  -0.2293
C (-0.360, 2.218, -1.102)  -0.4064
H (0.392, 2.068, 5.472)  0.2376
N (0.819, 1.981, 1.060)  -0.3974
H (-0.934, -0.785, 1.796)  0.4386
C (-2.466, -0.247, 0.575)  0.6766
C (1.568, 0.825, 1.074)  0.2237
C (-2.546, 1.225, 3.921)  0.8113
H (1.601, 3.389, -2.828)  0.1974
H (-0.211, -4.075, -1.144)  0.2313
H (-1.374, 2.696, -2.920)  0.2096
C (2.240, 0.332, -0.049)  -0.2894
H (-0.671, 4.094, -2.108)  0.1996
H (0.744, -2.626, -4.486)  0.1969
O (-3.646, 1.688, 4.016)  -0.5693
H (0.374, 3.780, 0.184)  0.2477
C (0.144, 2.423, 2.180)  0.5963
H (2.427, -1.615, 3.280)  0.2269
H (1.666, 2.863, -0.621)  0.2031
N (-1.407, -2.424, -0.919)  -0.6311
H (-1.322, 2.206, -0.588)  0.2102
H (0.616, -1.131, -1.839)  0.2140
H (-3.942, 0.565, 1.905)  0.2403
H (1.777, -4.423, -3.055)  0.2068
O (-0.573, 3.412, 2.143)  -0.6315
H (-0.275, -0.654, -3.294)  0.2068
O (-3.081, -0.352, -0.467)  -0.6193
H (-1.529, -2.747, -3.563)  0.2001
H (-1.959, 1.491, 5.943)  0.2392
H (1.779, -3.291, -1.695)  0.2147
C (-0.322, 2.089, 4.648)  -0.4405
H (-0.110, 1.188, -1.363)  0.2069
O (0.147, -2.648, 0.725)  -0.6430
N (1.053, 0.543, 3.425)  -0.3777
C (0.356, 1.621, 3.396)  0.1962
H (2.200, 0.857, -0.989)  0.2211
H (-1.903, -4.308, -1.624)  0.1959
C (2.957, -0.841, 0.032)  -0.1635
C (1.660, 0.102, 2.286)  0.0428
C (-0.496, 3.050, -2.377)  -0.3931
C (1.797, -3.371, -2.779)  -0.6170
H (0.930, 1.917, -3.539)  0.2027
H (3.462, -1.210, -0.848)  0.2165
H (1.491, -0.662, -3.295)  0.2026
H (0.532, 3.493, -4.219)  0.2152
C (-0.805, -2.093, 0.225)  0.7965
H (-1.135, 0.146, 5.103)  0.2392
C (0.689, 2.785, -0.144)  -0.2339
C (3.033, -1.559, 1.222)  -0.2216
H (2.732, -2.945, -3.135)  0.2076
C (-0.720, -3.337, -3.126)  -0.3963

(3)
Molecular formula: C23H33BF4N3S2Si2Ti
Method: DFT, ωB97M-V with the def2-TZVPD basis set

Lowest unoccupied orbital energy (eV): -3.740
Net charge: +1
Energy relative to the best compared isomer or geometry (same formula, charge and spin) (kJ/mol): 0.00

Last column: natural (NBO) charge in e.
Atoms and positions in Å:
C (0.631, 4.969, 0.584)  -1.1277
N (0.472, -0.209, 2.645)  -0.5852
Si (0.693, 3.222, 1.251)  1.7102
C (-4.906, -0.808, -1.156)  -0.1676
H (1.094, 5.069, -0.396)  0.2480
H (1.159, 3.188, -1.794)  0.2293
C (2.454, 2.640, 1.001)  -1.1194
H (0.690, 2.475, 3.639)  0.2213
H (-1.466, 2.011, 1.115)  0.2801
B (-0.216, -2.583, -0.914)  1.4220
C (-5.570, 0.385, -0.879)  -0.1621
Ti (-0.390, 0.080, 0.622)  2.0246
C (-5.120, 1.201, 0.157)  -0.1528
H (-3.682, 1.464, 1.707)  0.2094
H (4.367, -1.824, 1.681)  0.2671
C (-2.142, -0.759, 1.430)  -0.8922
H (2.720, 1.762, 1.591)  0.2293
H (-0.664, 3.582, 3.328)  0.2395
H (-2.903, 0.914, -1.840)  0.2496
H (-1.382, 0.683, -2.714)  0.2444
H (1.151, 0.939, -1.933)  0.2415
H (0.108, 4.507, -2.302)  0.2572
H (2.774, 0.727, -2.606)  0.2521
H (1.584, -0.574, -2.744)  0.2777
C (2.398, -0.909, 1.366)  0.1116
C (0.181, 3.423, -2.222)  -1.1371
C (-3.794, -1.168, -0.419)  -0.1427
H (0.161, 3.027, -3.240)  0.2520
H (-1.933, -1.828, 1.348)  0.2523
H (-5.652, 2.116, 0.385)  0.2362
H (-3.441, 3.465, -0.426)  0.2438
C (1.953, 0.222, -2.099)  -0.6579
C (-0.577, 2.030, 0.440)  -1.6607
N (1.706, -0.348, 0.314)  -0.6044
C (2.407, -0.340, -0.798)  0.1398
H (-1.054, 1.227, 5.180)  0.2609
F (0.082, -2.639, 0.425)  -0.5128
H (-2.892, 4.481, -1.750)  0.2575
Si (-1.260, 2.714, -1.241)  1.7123
N (-7.627, 1.097, -2.276)  -0.2684
H (-0.369, 5.400, 0.540)  0.2441
C (-1.246, 0.631, 4.289)  -0.6703
H (-2.029, -0.088, 4.533)  0.2602
C (-2.569, 3.975, -0.838)  -1.1257
H (1.212, 5.585, 1.275)  0.2521
H (3.090, -1.680, 4.127)  0.2682
C (-3.323, -0.357, 0.617)  -0.0501
C (-2.072, 1.430, -2.322)  -1.1287
C (0.005, -0.066, 3.872)  0.1209
C (3.631, -1.359, 1.047)  -0.4020
H (-3.288, -2.098, -0.638)  0.2325
F (0.844, -2.635, -1.734)  -0.5067
H (0.971, 4.199, 3.478)  0.2575
F (-1.353, -3.157, -1.298)  -0.4933
S (3.946, -1.041, -0.603)  0.5729
C (1.717, -0.827, 2.652)  0.1104
C (-6.713, 0.778, -1.658)  0.2587
H (-2.483, 1.971, -3.180)  0.2578
C (-4.010, 0.829, 0.890)  -0.2140
H (-2.278, -0.520, 2.478)  0.2235
C (0.379, 3.366, 3.092)  -1.1204
S (1.036, -0.717, 5.063)  0.5677
H (-5.266, -1.444, -1.954)  0.2407
C (2.164, -1.190, 3.874)  -0.3990
F (-0.626, -0.871, -0.986)  -0.6099
H (-1.598, 1.291, 3.501)  0.2472
H (-2.251, 4.737, -0.127)  0.2388
H (3.114, 3.452, 1.317)  0.2562
H (2.679, 2.434, -0.049)  0.2318